(1)
This record from the OMol25 dataset describes a structure of composition C27H46N2O4PRuS4. The level of theory is ωB97M-V with the def2-TZVPD basis set.

Results
F_max: 2.15 eV Å⁻¹
HOMO-LUMO gap (alpha / beta): 5.63 / 6.01 eV
Total energy: -95126.10315 eV
E_HOMO (alpha / beta): -0.27499 / -0.27467 Eh
Relative energy (zero: lowest compared OMol25 entry of this formula, charge and spin): 1.3152 eV
LUMO energy (alpha / beta): -1.9 / -1.5 eV
Spin multiplicity: 2

The geometry in XYZ format:
```
85
C27H46N2O4PRuS4 ωB97M-V with the def2-TZVPD basis set
Ru -0.50 0.02 0.48
C -2.22 -2.63 -0.80
C -2.03 -2.90 0.67
S -2.45 -1.37 1.53
C -1.91 -1.81 3.20
C -1.67 -0.55 4.00
S -0.54 0.61 3.21
C 1.06 -0.07 3.69
C 1.57 -1.17 2.78
S 1.72 -0.64 1.06
C 2.07 -3.90 0.31
C 1.47 -4.02 -0.86
S -0.81 -1.72 -1.45
H -3.08 -1.98 -1.00
H -2.32 -3.56 -1.36
H -1.00 -3.16 0.91
H -2.69 -3.70 1.02
H -1.02 -2.42 3.11
H -2.70 -2.41 3.66
H -1.25 -0.80 4.98
H -2.59 0.01 4.15
H 0.97 -0.42 4.72
H 1.73 0.79 3.67
H 0.94 -2.06 2.82
H 2.57 -1.47 3.10
H 1.61 -4.25 1.23
H 3.04 -3.44 0.40
H 0.51 -4.49 -0.97
H 1.94 -3.66 -1.77
O -0.23 5.84 3.78
C -0.73 4.71 3.83
O -1.35 4.07 4.70
C -0.53 3.89 2.54
C 0.76 3.47 2.18
C 0.91 2.64 1.11
N -0.14 2.18 0.39
C -1.38 2.63 0.71
C -1.61 3.50 1.75
C -2.47 2.07 -0.15
O -3.36 2.80 -0.54
O -2.30 0.82 -0.43
H 1.62 3.79 2.76
H 1.89 2.30 0.78
H -2.62 3.83 1.95
C -3.22 1.38 -3.63
C -2.52 0.52 -4.71
C -2.22 1.38 -5.94
C -3.51 -0.59 -5.09
P -0.99 -0.30 -3.97
N -1.59 -0.87 -2.60
C -0.37 -1.73 -5.05
C -0.41 -1.43 -6.55
C 1.06 -2.13 -4.66
C -1.24 -2.96 -4.75
C 0.38 0.95 -3.72
C 1.10 1.33 -5.02
C -0.25 2.21 -3.10
C 1.38 0.42 -2.68
H -4.26 1.51 -3.92
H -2.78 2.37 -3.53
H -3.20 0.91 -2.65
H -3.16 1.69 -6.39
H -1.64 0.85 -6.70
H -1.68 2.29 -5.67
H -4.45 -0.13 -5.40
H -3.72 -1.23 -4.23
H -3.16 -1.20 -5.92
H 0.20 -0.55 -6.80
H -1.42 -1.26 -6.92
H 0.01 -2.28 -7.10
H 1.80 -1.38 -4.91
H 1.32 -3.04 -5.21
H 1.13 -2.37 -3.60
H -2.30 -2.79 -4.91
H -1.11 -3.29 -3.72
H -0.93 -3.78 -5.40
H 0.40 1.66 -5.78
H 1.70 0.51 -5.43
H 1.78 2.16 -4.81
H -0.79 2.80 -3.84
H 0.55 2.84 -2.70
H -0.92 1.96 -2.28
H 1.79 -0.56 -2.90
H 0.93 0.38 -1.69
H 2.22 1.13 -2.61
```


(2)
This record from the OMol25 dataset describes an isolated molecule of C11H22N2O4S. The level of theory is ωB97M-V with the def2-TZVPD basis set.

Results
Structure (SMILES): CCOCC[C@@]1(S(C)(=O)=O)CC(=O)N[C@@H]1CCN
F_max: 1.89 eV Å⁻¹
HOMO-LUMO gap: 9.97 eV
Total energy: -33767.83455 eV
E_HOMO: -0.34336 Eh
Relative energy (zero: lowest compared OMol25 entry of this formula, charge and spin): 0.4212 eV
LUMO energy: 0.6 eV

The geometry in XYZ format:
```
40
C11H22N2O4S ωB97M-V with the def2-TZVPD basis set
C 3.12 -1.36 2.50
C 3.73 -0.26 1.64
O 2.76 0.44 0.88
C 2.24 -0.29 -0.22
C 0.75 -0.59 -0.04
C -0.27 0.20 -0.90
S -0.33 1.93 -0.50
C 1.28 2.64 -0.73
O -0.67 2.04 0.90
O -1.22 2.54 -1.45
C 0.02 -0.09 -2.37
C -0.65 -1.45 -2.56
O -0.22 -2.41 -3.15
N -1.93 -1.35 -1.86
C -1.66 -0.56 -0.66
C -2.92 0.22 -0.28
C -3.73 -0.50 0.81
N -3.33 -0.02 2.14
H 3.06 -2.29 1.96
H 2.13 -1.04 2.81
H 3.71 -1.48 3.40
H 4.52 -0.64 0.99
H 4.18 0.49 2.28
H 2.41 0.32 -1.10
H 2.82 -1.20 -0.37
H 0.59 -1.65 -0.21
H 0.53 -0.42 1.01
H 1.82 2.54 0.19
H 1.81 2.23 -1.58
H 1.07 3.70 -0.90
H 1.06 -0.18 -2.66
H -0.54 0.58 -3.02
H -2.49 -0.83 -2.53
H -1.48 -1.28 0.12
H -3.58 0.34 -1.14
H -2.71 1.21 0.09
H -3.58 -1.57 0.76
H -4.78 -0.26 0.63
H -3.71 0.91 2.28
H -3.79 -0.59 2.84
```


(3)
This record from the OMol25 dataset describes a structure of composition C4H9EuO4. The level of theory is ωB97M-V with the def2-TZVPD basis set.

Results
Charge: +1
F_max: 2.79 eV Å⁻¹
HOMO-LUMO gap (alpha / beta): 6.78 / 5.84 eV
Total energy: -31799.91654 eV
E_HOMO (alpha / beta): -0.46485 / -0.46564 Eh
LUMO energy (alpha / beta): -5.9 / -6.8 eV
Spin multiplicity: 8

The geometry in XYZ format:
```
18
C4H9EuO4 ωB97M-V with the def2-TZVPD basis set
C 2.15 -1.38 -1.72
O 1.24 -0.33 -1.75
H 2.73 -1.41 -2.65
H 2.78 -1.25 -0.82
H 1.63 -2.34 -1.55
O -2.02 2.30 2.25
O -2.19 -0.80 0.20
C -1.07 -1.18 -0.43
C 0.10 0.00 -0.38
O -0.28 1.04 1.49
C -0.72 2.36 1.78
Eu -2.32 0.20 2.18
H -1.22 -1.36 -1.51
H -0.56 -2.04 0.04
H -0.37 0.84 -0.90
H 0.81 -0.43 0.37
H -0.03 2.79 2.54
H -0.65 2.97 0.85
```


(4)
This record from the OMol25 dataset describes an isolated molecule of C6H10S. The level of theory is ωB97M-V with the def2-TZVPD basis set.

Results
Structure (SMILES): C1C[C@H]2CC[C@@H]1S2
F_max: 0.81 eV Å⁻¹
HOMO-LUMO gap: 9.50 eV
Total energy: -17219.62332 eV
E_HOMO: -0.31393 Eh
Relative energy (zero: lowest compared OMol25 entry of this formula, charge and spin): 0.0000 eV
LUMO energy: 1.0 eV

The geometry in XYZ format:
```
17
C6H10S ωB97M-V with the def2-TZVPD basis set
C -1.21 -0.80 -0.78
C -1.22 -0.77 0.78
C -0.01 0.09 1.18
C 1.28 -0.65 0.79
C 1.28 -0.67 -0.76
C 0.01 0.06 -1.18
S -0.07 1.47 -0.02
H -1.10 -1.83 -1.18
H -2.13 -0.37 -1.17
H -1.14 -1.80 1.19
H -2.14 -0.31 1.16
H -0.05 0.45 2.20
H 2.15 -0.14 1.17
H 1.27 -1.66 1.20
H 2.17 -0.17 -1.15
H 1.29 -1.69 -1.13
H 0.00 0.38 -2.20
```


(5)
This record from the OMol25 dataset describes a cluster of 2 separate species, C4H3NO2 in total. The level of theory is ωB97M-V with the def2-TZVPD basis set.

Results
F_max: 12.03 eV Å⁻¹
HOMO-LUMO gap: 9.12 eV
Total energy: -9772.81058 eV
E_HOMO: -0.36850 Eh
Relative energy (zero: lowest compared OMol25 entry of this formula, charge and spin): 8.8760 eV
LUMO energy: -0.9 eV

The geometry in XYZ format:
```
10
C4H3NO2 ωB97M-V with the def2-TZVPD basis set
C -0.75 -1.17 -0.04
C 0.71 -0.91 -0.28
C 1.43 0.35 -0.37
C 1.57 1.65 0.13
H -2.38 1.19 0.29
H -0.98 -2.18 0.57
H 2.04 2.58 0.30
N -1.69 -0.41 0.02
O -1.32 0.84 -0.46
O 1.38 -1.95 -0.16
```


(6)
This record from the OMol25 dataset describes an isolated molecule of C15H16N6. The level of theory is ωB97M-V with the def2-TZVPD basis set.

Results
F_max: 10.03 eV Å⁻¹
HOMO-LUMO gap: 8.35 eV
Total energy: -24752.80650 eV
E_HOMO: -0.30077 Eh
Relative energy (zero: lowest compared OMol25 entry of this formula, charge and spin): 3.4318 eV
LUMO energy: 0.2 eV

The geometry in XYZ format:
```
37
C15H16N6 ωB97M-V with the def2-TZVPD basis set
N -1.40 -1.09 -6.63
N -2.16 0.15 -4.58
N 1.94 -0.40 1.79
N -1.76 -0.48 -5.60
C 0.97 -0.22 0.94
C -0.21 -3.38 3.78
C -1.44 -3.13 4.42
C -0.02 -0.44 -3.46
C 0.18 -2.56 2.73
C 0.85 -0.27 -2.34
C -2.22 -2.06 4.02
C -1.56 1.18 -2.48
C -1.23 0.29 -3.52
C -0.62 -1.48 2.28
C 0.46 0.54 -1.27
C -1.86 -1.25 2.94
C -0.73 1.30 -1.33
N -0.28 -0.76 1.16
N 1.29 0.55 -0.15
C -2.84 -0.23 2.45
C -1.04 2.41 -0.33
H 1.63 -0.92 2.61
H 0.40 -4.24 4.04
H -1.74 -3.75 5.24
H 0.18 -1.14 -4.27
H 1.14 -2.79 2.23
H 1.70 -0.92 -2.27
H -3.12 -1.88 4.59
H -2.46 1.79 -2.56
H -1.05 -0.26 0.70
H 2.30 0.70 -0.28
H -2.37 0.76 2.41
H -3.17 -0.52 1.43
H -3.69 -0.15 3.10
H -0.63 3.40 -0.68
H -2.14 2.53 -0.19
H -0.55 2.22 0.62
```


- What is the F_max in the third record?
  2.79 eV Å⁻¹